Formula: C30H77IN14O13Si2
Source: the OMol25 dataset
Level of theory: the ωB97M-V functional and the def2-TZVPD basis

Calculated values
total energy	-3811.05076	Eh
multiplicity	1
HOMO-LUMO gap	9.294	eV
net charge	0
lowest unoccupied orbital energy	0.279	eV

XYZ file:
```
137
C30H77IN14O13Si2 (the ωB97M-V functional and the def2-TZVPD basis)
I -1.05341 0.18889 -4.21277
Si -1.70803 0.74818 -0.57952
Si 0.03954 1.75292 -2.68092
O 1.41288 10.36713 -1.33183
O -3.29748 -0.03556 4.20082
O 6.78145 -2.91995 4.22757
O 1.17660 6.21463 -1.72808
O 1.66389 1.44455 -2.82551
O -3.19694 9.25287 -0.67427
O 4.99875 -1.86107 -0.20485
O -1.05026 1.91909 3.21288
O 0.98341 -0.38797 -9.72808
O -0.35307 1.63358 -1.07482
O 5.79715 -5.94295 8.35004
O 1.00833 4.27671 -2.69348
O -0.76914 1.57943 1.89396
N 6.03841 -2.25732 1.77302
N 2.30197 10.39902 -3.41167
N -0.65909 0.46614 -8.41494
N 7.65594 -3.76507 6.14539
N 4.84008 -7.00595 6.60401
N 5.57078 -8.20213 8.43010
N -2.59685 0.61341 6.26171
N 5.40817 -3.90054 5.74422
N 6.36876 -0.27290 0.66599
N 2.31304 12.29713 -2.11221
N 1.43556 0.07163 -7.55270
N -4.79040 0.89033 5.63238
N -1.23346 8.21210 -1.15130
N -1.23259 10.29907 -0.21560
C -3.47127 2.75222 -1.72768
C -1.97971 1.23766 1.24705
C 0.79309 5.11668 -1.63924
C 0.12786 4.66374 -0.35758
C -3.79946 -1.89890 1.67816
C -5.39661 -2.45755 -1.20743
C 5.75001 -1.49501 0.68722
C -0.62593 -1.66667 0.62235
C -1.43071 -1.11659 -0.59454
C -4.44493 -3.15408 1.07429
C -1.48072 -4.14075 -2.60791
C -1.35677 -2.76066 1.42739
C -2.81948 -4.54800 -3.23989
C -3.54465 0.45620 5.29115
C -2.44960 -2.20507 2.34837
C 2.39085 1.56059 -1.59225
C -3.34010 1.24452 -1.40018
C -4.93125 -3.68767 -2.03932
C -0.34194 -5.16525 -2.75622
C 2.40438 0.23236 -0.80261
C 1.68276 -4.89387 -1.16249
C 5.42628 -6.98793 7.83087
C 1.97174 10.98044 -2.22519
C -3.81888 -3.36292 -3.07009
C -1.97473 9.25679 -0.67749
C 6.62910 -3.48822 5.29845
C 0.61525 0.02007 -8.64324
C -5.71477 -2.83385 0.25624
C -0.18969 3.58799 -3.17651
C 1.01477 -4.44784 -2.47569
H 6.00108 -8.22246 9.33652
H -6.30131 -2.06969 -1.68243
H -0.58583 -3.17751 2.08845
H 0.82179 -3.37425 -2.38290
H -0.97126 0.80397 -7.52356
H -3.60257 0.60532 -2.24309
H 2.14144 0.38144 0.24497
H -2.79116 1.01696 7.15836
H -2.66413 -2.94036 3.13345
H -4.64863 -1.65691 -1.22771
H 7.52734 -4.23455 7.02530
H 2.09797 2.40956 -0.97482
H -1.66470 0.30481 6.05554
H -0.22766 8.20875 -1.16139
H 4.52649 -7.83959 6.14405
H -4.53618 2.99592 -1.72014
H 2.06739 9.42978 -3.53241
H 1.71642 -0.49181 -1.24403
H -3.16926 -5.44279 -2.71811
H 2.08670 12.76160 -1.25237
H -2.03426 -1.35014 2.87160
H -3.77279 -3.69992 0.40794
H -0.93841 -1.47467 -1.49705
H -1.72605 11.09674 0.13855
H -5.51719 0.79409 4.94717
H 1.72636 -4.56442 -3.29429
H 0.95047 -5.01344 -0.35717
H 2.21224 -5.83891 -1.28702
H 6.18554 0.32516 -0.11781
H 6.65072 -1.96662 2.51010
H -1.59349 -3.89430 -1.55016
H 6.98608 0.04085 1.39028
H -6.34474 -2.08804 0.74410
H 2.36867 -4.10763 -0.84006
H 5.28170 -4.36533 6.62928
H 5.27001 -9.06084 8.00992
H -0.90796 4.39883 -0.60197
H -2.56855 0.49804 1.79529
H -0.22547 10.29672 -0.22159
H -3.00752 3.41136 -0.99430
H -3.13450 2.91938 -2.75268
H -4.09782 1.02332 -0.63334
H 2.38039 -0.24483 -7.66781
H -0.29217 -5.57521 -3.76583
H 0.25303 -2.17280 0.20987
H -1.73134 7.41760 -1.50555
H -1.29949 0.44758 -9.18659
H 1.13328 0.40767 -6.65808
H -4.64482 -4.50914 -1.38309
H -2.59128 2.15898 1.21363
H 2.77227 12.80952 -2.84063
H -4.28146 -3.12375 -4.03021
H -3.75798 -1.08765 0.94764
H -0.23944 -0.90038 1.29843
H -4.73595 -3.82828 1.88486
H -1.04555 4.05286 -2.69242
H -2.43421 -1.55375 -0.61076
H 4.72576 -6.11928 6.15129
H -1.38101 1.11776 3.65168
H 4.61274 -3.71987 5.15852
H -5.00629 1.29564 6.52318
H -1.15906 -3.22920 -3.12304
H -0.18452 3.68780 -4.26131
H 3.40492 -0.21719 -0.86872
H -4.48169 -1.55194 2.45883
H -6.27169 -3.77560 0.18365
H -1.68124 -3.58593 0.79270
H -0.50149 -5.93327 -1.99625
H 3.42819 1.74973 -1.87760
H 5.60701 -3.15977 1.82970
H -3.24895 -2.48071 -2.76853
H 0.05713 5.48163 0.34691
H 8.57706 -3.48315 5.86501
H 2.76114 10.88965 -4.15495
H -5.79452 -3.97364 -2.64270
H 0.55914 3.76309 0.07460
H -2.64380 -4.77639 -4.29247
```


Formula: C33H57ClN2NiO2Si
Source: the OMol25 dataset
Level of theory: the ωB97M-V functional and the def2-TZVPD basis

Calculated values
total energy	-3809.65901	Eh
multiplicity	3
relative energy (zero: lowest compared OMol25 entry of this formula, charge and spin)	0.00	kJ/mol
HOMO-LUMO gap (alpha / beta)	8.642 / 8.315	eV
net charge	0
lowest unoccupied orbital energy (alpha / beta)	0.528 / -0.131	eV

XYZ file:
```
97
C33H57ClN2NiO2Si (the ωB97M-V functional and the def2-TZVPD basis)
Ni 0.11894 -1.03605 2.14294
Cl -0.79712 0.74826 2.78353
Si -3.27782 2.33649 -0.47337
O 1.03890 2.55269 -1.21576
O -0.88816 2.10836 -3.09749
N -0.65065 -2.58783 1.56304
N 1.70074 -1.89970 2.64297
C 0.11742 3.63440 -4.69287
C -3.35230 -2.13210 -1.62487
C 4.41126 0.56416 3.31630
C -2.00489 -2.39417 -1.89065
C -4.40714 1.75958 0.90360
C -0.76212 0.14331 -4.49969
C -3.37565 -1.88800 2.16349
C 2.83108 -3.59377 4.01514
C -2.84311 4.14326 -0.25677
C 3.19305 -0.10800 3.41159
C 5.13256 -0.92483 1.55899
C 1.92643 1.45192 -1.47112
C -0.45213 -3.78242 2.12540
C 5.37778 0.16225 2.39414
C 0.36526 -2.73916 -1.13831
C 2.71778 1.73265 -2.72058
C -1.08492 -2.49169 -0.84793
C -1.34044 -4.92593 1.74755
C -1.62734 1.28778 -4.02423
C -3.79839 -1.97302 -0.31446
C 3.92362 -1.61279 1.61783
C 2.21483 2.88199 1.00451
C 1.65645 -3.11785 3.20995
C -2.90665 -2.06880 0.75313
C -0.77638 3.48720 -3.49581
C 2.92999 -1.18018 2.52963
C 0.58140 -3.98583 3.03356
C 3.74678 -2.82040 0.74874
C 1.14561 3.28305 0.00475
C -4.31525 2.26739 -2.05140
C -1.69709 1.27776 -0.54009
C -1.55054 -2.35474 0.47988
C 2.21063 0.30831 4.46016
H -3.15415 -2.76567 2.78679
H -1.18185 1.27224 0.42675
H 5.89142 -1.27558 0.85670
H 0.98174 -1.85628 -0.90346
H 3.48904 0.96873 -2.84881
H -5.19741 2.91751 -1.91938
H 3.22803 2.98887 0.60308
H 6.33152 0.68423 2.33614
H 1.28645 4.32790 -0.31148
H -0.46818 -0.50606 -3.66652
H -1.92028 0.23649 -0.81069
H 1.49829 1.04828 4.07238
H -0.37035 3.99817 -2.61358
H -1.65690 -2.53597 -2.91553
H 3.26859 -2.79573 4.62834
H -1.97724 1.88428 -4.88602
H 0.50096 -2.96330 -2.20514
H -1.00997 -5.81351 2.29397
H 0.76685 -3.58863 -0.56876
H -2.50891 0.91270 -3.47912
H 4.07251 -3.73931 1.26207
H 1.28336 0.56733 -1.61475
H 4.38269 -2.71433 -0.13981
H -2.39058 -4.73182 1.99595
H -2.51342 4.34750 0.76815
H 0.15004 3.21914 0.47052
H -2.05794 4.47633 -0.94582
H 4.60517 1.39900 3.98992
H 0.26837 4.69023 -4.91346
H -4.46124 -1.72653 2.17414
H -5.14668 2.53653 1.14538
H -3.73478 4.75325 -0.45277
H -4.67086 1.24435 -2.24614
H 2.49061 -4.39320 4.68438
H 1.09422 3.18390 -4.49978
H -3.83593 1.53768 1.81473
H 3.20890 2.70992 -2.66151
H 2.60632 1.25153 -0.63019
H 1.62126 -0.53222 4.84463
H -3.78814 2.63184 -2.94568
H -4.06173 -2.06261 -2.45145
H 2.71829 -2.97017 0.39716
H -2.90134 -1.01688 2.64128
H -1.77993 3.89644 -3.69932
H 3.62239 -4.00891 3.37203
H 2.05023 1.86368 1.37723
H -1.28169 -5.14456 0.67388
H 0.63609 -4.95316 3.52302
H -4.95817 0.85395 0.61486
H 2.12768 3.55944 1.85918
H -1.33427 -0.45338 -5.21506
H -1.00069 1.69243 -1.35085
H -0.32857 3.16935 -5.57547
H 0.13527 0.51548 -5.01243
H 2.05816 1.72642 -3.58815
H -4.85787 -1.80129 -0.09804
H 2.74215 0.77046 5.30113
```


Number 1: F_max 0.06840 Eh/bohr. Number 2: F_max 0.04114 Eh/bohr.